# 1
Formula: C5H12NO4
Source: OMol25
Level of theory: ωB97M-V/def2-TZVPD

Energy above the lowest of the compared OMol25 structures with the same formula, charge and spin: 0.00 kcal/mol
E_HOMO: -14.356 eV
Frontier orbital gap: 11.40 eV
Electronic energy: -553.182540 a.u.
Total charge: +1
E_LUMO: -2.95 eV

Geometry (Å):
H1 -0.8039 -1.1011 1.3313
H2 3.3400 1.9994 0.3214
H3 -2.0600 0.9530 -0.6941
H4 -1.2862 1.4040 0.9725
H5 0.4550 -2.3515 -1.5987
C1 -0.4885 -1.0820 -0.5708
O1 0.2029 -2.1994 -0.6056
H6 2.2673 1.0802 1.4299
C2 -1.9010 0.5725 0.4054
H7 -3.1568 -0.2669 1.9424
H8 -1.4972 0.1178 -1.7296
H9 -3.8481 -0.3016 0.3826
O2 1.4284 -0.0725 -0.6311
H10 3.3414 -0.6587 -2.0162
O3 3.5724 -0.1217 -1.3180
N1 -1.0453 -0.5778 0.4806
C3 3.0044 1.0214 0.6931
C4 -3.2548 0.3109 1.0224
H11 3.8782 0.5495 1.1699
C5 2.5821 0.2582 -0.4845
O4 -0.8083 -0.6324 -1.7321
H12 -3.9219 1.0984 1.2291

# 2
Formula: C5H12NO5P
Source: OMol25
Level of theory: ωB97M-V/def2-TZVPD

Energy above the lowest of the compared OMol25 structures with the same formula, charge and spin: 16.04 kcal/mol
E_HOMO: -10.221 eV
Frontier orbital gap: 10.52 eV
Electronic energy: -969.982144 a.u.
Total charge: 0
E_LUMO: 0.30 eV
SMILES: C#CO[P@](=O)(O)ON.CC(C)O

Geometry (Å):
H1 -2.8488 2.3009 -0.3241
H2 4.4710 2.4718 -0.4516
N1 -2.3423 1.4430 -0.1487
C1 -0.2426 -1.8158 0.6635
H3 -1.2499 -3.4979 -0.2416
C2 -0.9726 -2.4713 -0.4977
O1 -0.4768 3.5730 -0.0553
H4 -1.3156 -2.6497 2.0627
H5 -0.3514 -2.4956 -1.3938
C3 1.0470 -2.5465 1.0047
H6 1.7248 -2.5738 0.1506
H7 -1.8900 -1.9284 -0.7253
P1 -0.0678 2.4129 -1.0344
C4 2.2951 1.9828 -0.3789
O2 -1.2692 1.3675 -1.1053
H8 1.5547 -2.0579 1.8366
H9 0.8326 -3.5750 1.3079
O3 1.0465 1.5899 -0.1895
H10 -1.9521 1.4831 0.7840
C5 3.4286 2.3187 -0.5342
H11 -0.6722 4.3506 -0.5925
O4 0.3567 2.8488 -2.3525
O5 -1.0930 -1.7483 1.8102
H12 -0.0129 -0.7830 0.4054

# 3
Formula: C5H12NO7V
Source: OMol25
Level of theory: ωB97M-V/def2-TZVPD

Energy above the lowest of the compared OMol25 structures with the same formula, charge and spin: 0.00 kcal/mol
E_HOMO (spin up / spin down): -5.699 / -5.698 eV
Multiplicity: 2
⟨S²⟩: 0.754
Frontier orbital gap (spin up / spin down): 8.09 / 7.32 eV
Electronic energy: -1723.016446 a.u.
Total charge: -1
E_LUMO (spin up / spin down): 2.40 / 1.62 eV

Geometry (Å):
C1 0.2962 2.3835 2.9055
O1 -0.7286 -4.2069 1.1797
O2 -3.0830 1.1468 -2.4282
H1 -0.6757 0.8695 -4.3812
H2 -2.4339 -0.4470 -3.6764
H3 0.8493 3.0203 2.2150
H4 0.9261 2.0826 3.7426
C2 0.8133 -2.4488 1.0599
H5 0.8430 0.4273 2.2386
O3 2.0259 0.3126 -0.7164
H6 -0.0657 -1.9140 1.4197
O4 1.3647 -4.5317 0.5279
O5 -0.4837 1.2581 0.8319
C3 -0.5815 0.5256 -3.3512
C4 -2.0734 0.1529 -2.8408
H7 1.6475 -2.3074 1.7471
H8 -0.6410 0.4834 2.8213
N1 0.4007 -3.8331 0.8656
H9 0.9353 -2.0110 0.0692
V1 1.0983 1.5510 -0.8245
C5 -0.0055 1.1101 2.1956
H10 -1.9635 -0.5842 -2.0455
O6 2.0033 2.8416 -0.6821
H11 0.0228 -0.3804 -3.3973
O7 0.1131 1.6363 -2.7666
H12 -0.6039 2.8629 3.2905

# 4
Formula: C5H12NOP
Source: OMol25
Level of theory: ωB97M-V/def2-TZVPD

Energy above the lowest of the compared OMol25 structures with the same formula, charge and spin: 69.11 kcal/mol
E_HOMO: -8.284 eV
Frontier orbital gap: 9.05 eV
Electronic energy: -668.915110 a.u.
Total charge: 0
E_LUMO: 0.77 eV
SMILES: C=N[P@@](=C)(CC)OC

Geometry (Å):
N1 -1.6536 0.3874 -0.0521
H1 -1.1447 -2.4726 -1.3861
H2 -0.7327 1.3818 -1.4648
H3 1.7524 1.8285 0.6806
H4 -0.8314 1.8266 2.1825
H5 1.6640 2.4643 -0.9340
H6 -2.6549 1.4510 -1.3504
H7 -1.2360 -2.1214 1.0222
C1 -0.3274 0.8457 2.2344
C2 -0.2322 -2.2585 -0.8848
C3 -0.2995 -1.7704 0.5116
C4 1.9723 1.5585 -0.3973
H8 0.3897 -1.6705 -1.4936
H9 0.4275 -3.1339 -0.9824
O1 1.1547 0.5617 -0.7230
C5 -1.7208 1.1037 -1.0628
H10 0.5092 -2.0986 1.0386
H11 2.8769 1.2029 -0.6768
P1 -0.2422 0.1175 0.7101
H12 0.3288 0.7963 3.0279

# 5
Formula: C5H12NOP3
Source: OMol25
Level of theory: ωB97M-V/def2-TZVPD

Energy above the lowest of the compared OMol25 structures with the same formula, charge and spin: 5.37 kcal/mol
E_HOMO: -8.022 eV
Frontier orbital gap: 8.66 eV
Electronic energy: -1351.675116 a.u.
Total charge: 0
E_LUMO: 0.63 eV

Geometry (Å):
H1 -1.8211 -2.0468 2.7341
P1 -2.1410 -0.7779 2.0796
C1 0.8710 -1.7537 -0.4767
P2 -1.8032 -1.1869 -0.1013
C2 2.0094 -0.7061 -0.2423
H2 1.5585 2.0231 -1.5986
H3 0.9895 0.6311 -2.3427
C3 1.0840 0.4374 -0.1803
H4 -1.8513 0.8379 -1.8488
N1 -0.2031 -0.9546 -0.1335
O1 0.9982 -2.9145 -0.8042
H5 -3.7418 0.1545 -1.1140
C4 0.8324 1.1561 -1.4693
H6 -3.3933 -1.1789 2.1570
H7 -0.1236 1.6529 -1.3457
C5 0.9467 1.1818 1.1265
H8 0.2418 2.0181 1.1119
H9 2.5920 -0.8098 0.6256
H10 2.8326 -0.7113 -0.9390
P3 -2.5547 0.7685 -0.5378
H11 0.7710 0.5768 1.9796
H12 1.9061 1.6023 1.3199

# 6
Formula: C5H12NOS
Source: OMol25
Level of theory: ωB97M-V/def2-TZVPD

Energy above the lowest of the compared OMol25 structures with the same formula, charge and spin: 26.65 kcal/mol
E_HOMO: -3.264 eV
Frontier orbital gap: 7.20 eV
Electronic energy: -725.912104 a.u.
Total charge: -1
E_LUMO: 3.93 eV

Geometry (Å):
S1 -2.2506 -1.7000 -0.4819
C1 0.2626 -1.8996 -1.7310
C2 1.4285 2.4829 1.3165
O1 -1.7480 0.5496 1.6437
H1 -0.8579 -0.3018 -1.8896
C3 0.2364 1.8196 1.9501
C4 -0.4961 -2.2857 -0.4425
H2 0.0254 -1.9848 0.4705
H3 2.3599 2.2654 1.8536
H4 0.1934 1.7811 3.0316
H5 0.3728 -0.2932 -3.0172
H6 1.3231 -2.1543 -1.5668
H7 -0.6727 1.3177 0.1032
N1 0.1346 -0.4834 -2.0546
H8 -0.0587 -2.5431 -2.5564
H9 -1.9991 -0.1719 0.9822
H10 -0.5079 -3.3777 -0.4089
H11 1.3531 3.5779 1.3149
H12 1.6064 2.1319 0.2982
C5 -0.7052 1.2695 1.1844